A molecular structure, C39H46BrF3NO5PtS in a non-equilibrium geometry. Source: OMol25; level of theory: ωB97M-V with the def2-TZVPD basis set.

Each line ends with the Mulliken charge.
CARTESIAN COORDINATES (ANGSTROEM)
Pt1 0.331 2.120 -0.944  3.7062
C1 3.581 -4.643 0.817  -1.7624
C2 2.181 -4.286 0.474  2.2309
C3 1.727 -5.339 -0.494  -1.7390
C4 1.300 -4.300 1.722  -1.9583
C5 2.010 -2.863 -0.171  -0.3331
C6 1.034 -1.952 0.192  -1.1419
C7 1.037 -0.728 -0.478  -0.6127
N1 0.044 0.233 -0.200  -0.0058
C8 -1.270 -0.006 0.350  -0.5144
C9 -1.841 -1.252 0.364  -0.4542
C10 -3.140 -1.398 0.847  -0.9450
C11 -3.803 -0.256 1.453  -0.3386
C12 -3.294 0.971 1.479  -0.0980
C13 -1.973 1.151 0.773  0.9151
O1 -1.372 2.320 0.596  -1.0613
C14 -3.988 2.192 2.106  2.0892
C15 -3.190 2.790 3.203  -1.6923
C16 -4.349 3.291 1.019  -1.4636
C17 -5.294 1.851 2.735  -2.3811
C18 -3.756 -2.767 0.847  2.0825
C19 -5.314 -2.682 0.813  -1.8709
C20 -3.370 -3.485 2.240  -1.4624
C21 -3.176 -3.650 -0.247  -1.8893
C22 2.083 -0.368 -1.453  0.7930
O2 2.032 0.879 -1.936  -1.4840
C23 3.143 -1.294 -1.701  -0.2254
C24 2.949 -2.562 -1.173  -0.1453
C25 4.215 -0.910 -2.742  2.5338
C26 3.590 -0.501 -4.054  -1.5829
C27 5.254 -1.963 -2.940  -2.4007
C28 4.932 0.330 -2.184  -1.6538
H1 3.753 -5.663 1.183  0.3786
H2 4.075 -3.963 1.538  0.3349
H3 4.076 -4.552 -0.120  0.4517
H4 1.572 -6.220 0.146  0.5025
H5 2.551 -5.564 -1.185  0.3497
H6 0.805 -5.158 -1.012  0.3117
H7 1.312 -5.314 2.289  0.3921
H8 0.244 -4.152 1.631  0.3490
H9 1.695 -3.630 2.503  0.3836
H10 0.387 -2.306 0.959  1.2823
H11 -1.306 -2.162 -0.027  0.6701
H12 -4.781 -0.292 1.936  0.4395
H13 -2.241 3.155 2.811  0.3662
H14 -3.024 2.036 4.049  0.2883
H15 -3.770 3.661 3.659  0.4415
H16 -3.624 3.443 0.190  0.1886
H17 -4.616 4.244 1.418  0.4763
H18 -5.265 2.972 0.523  0.4079
H19 -5.131 1.117 3.537  0.3913
H20 -5.773 1.383 1.876  0.6173
H21 -5.844 2.715 3.037  0.4370
H22 -5.742 -2.373 1.795  0.3507
H23 -5.594 -3.704 0.682  0.5250
H24 -5.754 -2.022 0.090  0.3773
H25 -4.024 -2.948 2.917  0.4699
H26 -2.312 -3.391 2.539  0.2378
H27 -3.723 -4.504 2.216  0.4398
H28 -3.130 -3.097 -1.174  0.4592
H29 -3.903 -4.505 -0.405  0.4513
H30 -2.245 -4.107 0.003  0.3175
H31 3.730 -3.200 -1.597  0.2273
H32 2.961 -1.248 -4.589  0.2864
H33 4.488 -0.356 -4.695  0.4486
H34 3.027 0.446 -4.017  0.2914
H35 4.824 -2.906 -3.320  0.4542
H36 5.873 -2.140 -2.073  0.4317
H37 5.949 -1.583 -3.691  0.5296
H38 4.333 1.217 -2.321  0.3084
H39 5.936 0.512 -2.642  0.4248
H40 5.122 0.184 -1.128  0.3521
Br1 0.881 4.389 -2.071  -0.0875
C29 2.039 4.975 -0.618  0.7471
C30 2.559 6.281 -0.669  -0.7467
C31 3.280 6.714 0.435  -0.8024
C32 3.301 5.845 1.606  -0.8497
C33 2.757 4.605 1.633  1.1658
C34 2.836 3.792 2.716  -0.4963
C35 2.371 2.412 2.718  -0.9413
C36 1.523 1.966 1.732  -0.1421
C37 1.392 2.867 0.410  -0.2812
C38 2.116 4.122 0.446  0.3559
H41 2.532 6.844 -1.548  0.5182
H42 3.710 7.699 0.409  0.4254
H43 3.678 6.156 2.536  0.4586
H44 3.372 4.310 3.641  0.2483
H45 2.436 1.747 3.606  0.3977
H46 1.069 0.953 1.938  0.0898
F1 -1.406 3.149 -4.904  -0.2399
C39 -2.444 2.278 -4.561  0.4258
F2 -3.510 2.843 -5.068  -0.1845
F3 -2.229 1.130 -5.176  -0.2035
S1 -2.431 2.041 -2.752  1.3089
O3 -1.124 1.316 -2.561  -0.8497
O4 -3.527 1.196 -2.437  -0.6227
O5 -2.405 3.422 -2.305  -0.6716

Gap between HOMO and LUMO (spin up / spin down), eV: 5.66 / 4.72
E, hartree: -5335.3204
Net charge: +1
Energy above the lowest of the compared OMol25 structures with the same formula, charge and spin, eV: 3.1393
HOMO energy (spin up / spin down), Eh: -0.3745 / -0.4040
Max |F|, eV/Å: 5.5
2S+1: 5

---

A molecular structure, C39H46Cl3CrN5O4Sb. Source: OMol25; level of theory: ωB97M-V with the def2-TZVPD basis set.

Each line ends with the Mulliken charge.
CARTESIAN COORDINATES (ANGSTROEM)
Cr1 0.526 -0.010 0.964  1.2436
C1 3.258 1.326 0.410  -1.1682
N1 2.364 0.322 -0.217  1.8588
C2 2.093 0.799 -1.600  -1.1601
C3 3.026 -0.994 -0.294  0.3467
C4 4.197 -1.158 -1.013  -0.3920
C5 4.766 -2.415 -1.148  -1.1142
C6 4.127 -3.507 -0.569  -0.8234
C7 2.959 -3.341 0.155  -0.8538
C8 2.401 -2.072 0.330  -0.6588
N2 1.236 -1.817 1.043  1.4413
C9 0.929 -2.433 2.253  -0.1752
C10 1.740 -3.302 2.981  -1.0125
C11 1.327 -3.784 4.216  -1.0300
C12 0.118 -3.392 4.769  -1.0878
C13 -0.691 -2.509 4.063  -0.1786
C14 -0.287 -2.040 2.828  0.4529
N3 -1.107 -1.162 1.986  1.6887
C15 -2.101 -0.372 2.742  -1.5373
C16 -1.837 -2.044 1.037  -1.9216
H1 4.158 1.449 -0.196  0.5499
H2 3.526 1.014 1.411  0.0681
H3 2.741 2.283 0.454  0.1160
H4 3.034 1.070 -2.084  0.6615
H5 1.462 1.679 -1.552  -0.2241
H6 1.616 0.020 -2.176  0.3027
H7 4.672 -0.306 -1.486  0.3436
H8 5.684 -2.540 -1.706  0.4308
H9 4.539 -4.502 -0.691  0.4210
H10 2.452 -4.200 0.575  0.7108
H11 2.713 -3.576 2.598  0.6050
H12 1.981 -4.452 4.764  0.3990
H13 -0.193 -3.755 5.739  0.4140
H14 -1.630 -2.183 4.491  0.3862
H15 -2.884 -1.021 3.143  0.5248
H16 -2.556 0.337 2.054  0.1278
H17 -1.608 0.164 3.549  0.2829
H18 -2.410 -2.776 1.610  0.5001
H19 -1.127 -2.560 0.395  0.3210
H20 -2.526 -1.457 0.433  0.4754
C17 0.207 3.983 -1.486  -1.1642
C18 -0.678 4.076 -0.242  -0.9040
Sb1 -0.217 2.694 1.337  0.3561
C19 -1.890 3.123 2.587  -0.3666
C20 -2.419 4.549 2.462  -1.3225
C21 1.241 3.857 2.430  -0.3374
C22 1.433 5.304 1.977  -1.3051
H21 -0.016 4.788 -2.190  0.4457
H22 0.038 3.044 -2.016  0.0944
H23 1.273 4.047 -1.250  0.2407
H24 -1.717 3.874 -0.500  0.4907
H25 -0.630 5.073 0.198  0.7196
H26 -1.546 2.903 3.597  0.5326
H27 -2.660 2.399 2.329  0.1840
H28 -1.656 5.293 2.701  0.2573
H29 -3.249 4.704 3.156  0.4270
H30 -2.790 4.760 1.458  0.2823
H31 2.191 3.320 2.397  0.3233
H32 0.902 3.811 3.467  0.5495
H33 1.811 5.367 0.954  0.2461
H34 2.152 5.813 2.623  0.3636
H35 0.504 5.875 2.015  0.2471
Cl1 3.998 1.295 4.142  -0.1548
C23 2.395 0.897 4.801  0.9311
Cl2 1.974 2.094 6.028  -0.1507
Cl3 2.435 -0.719 5.535  -0.1166
C24 1.309 0.833 3.672  -0.2760
O1 0.191 1.250 3.918  -0.4950
O2 1.734 0.310 2.585  -0.6835
O3 -2.344 1.403 -0.078  -0.5995
C25 -1.849 0.613 -0.873  -1.9224
N4 -2.410 0.284 -2.073  0.2895
C26 -1.738 -0.830 -2.707  2.3968
C27 -0.553 -1.002 -1.726  -1.5630
O4 0.329 -1.814 -1.888  -0.5681
N5 -0.658 -0.086 -0.703  2.5615
C28 -2.632 -2.077 -2.756  -0.0740
C29 -2.158 -3.350 -2.452  0.2443
C30 -3.003 -4.452 -2.529  -1.2096
C31 -4.326 -4.298 -2.916  -0.4608
C32 -4.801 -3.033 -3.235  -0.9475
C33 -3.958 -1.935 -3.158  -0.4377
C34 -1.197 -0.484 -4.097  -0.2666
C35 -1.393 0.775 -4.649  -0.3101
C36 -0.890 1.077 -5.911  -0.9065
C37 -0.182 0.124 -6.625  -0.5170
C38 0.021 -1.136 -6.072  -0.9127
C39 -0.485 -1.440 -4.819  -0.1044
H36 -3.363 0.547 -2.252  0.3537
H37 -1.128 -3.481 -2.151  0.5954
H38 -2.620 -5.435 -2.282  0.4335
H39 -4.982 -5.157 -2.973  0.4084
H40 -5.829 -2.899 -3.550  0.4048
H41 -4.347 -0.961 -3.436  0.3518
H42 -1.926 1.533 -4.089  0.3521
H43 -1.051 2.063 -6.331  0.4260
H44 0.210 0.358 -7.606  0.3970
H45 0.577 -1.886 -6.621  0.4163
H46 -0.319 -2.420 -4.391  0.4189

Gap between HOMO and LUMO (spin up / spin down), eV: 7.37 / 7.76
E, hartree: -4753.9145
Net charge: 0
HOMO energy (spin up / spin down), Eh: -0.2572 / -0.2657
Max |F|, eV/Å: 0.7
2S+1: 4